Entry 1:
Computed, not measured: a cluster of 3 separate species, C2H10NO2S in total in a non-equilibrium geometry, with ωB97M-V/def2-TZVPD.

Output
calculated total energy	-685.5052	Ha
highest occupied orbital energy (alpha / beta)	3.35 / -0.07	eV
total charge	-2
E_LUMO (alpha / beta)	5.94 / 5.89	eV
frontier orbital gap (alpha / beta)	2.5831 / 5.9581	eV
multiplicity	2
expectation value of S²	0.750
ΔE to the lowest compared entry with this formula, charge and spin	0.727	eV

Each line ends with the Löwdin charge.
CARTESIAN COORDINATES (ANGSTROEM)
H (2.05, -1.90, 0.75)  -0.053
H (3.03, -1.00, 0.12)  -0.096
C (-1.75, 0.78, -0.39)  -0.816
H (-0.73, -2.45, -0.17)  -0.006
H (1.24, 2.67, 0.54)  0.012
C (-0.63, -0.28, -0.24)  -0.466
O (2.09, 2.38, 0.16)  -0.212
H (1.87, 1.60, -0.37)  -0.034
H (-1.91, 0.92, -1.47)  0.024
H (0.19, -0.09, -0.94)  0.033
S (-3.36, 0.49, 0.36)  0.041
N (-1.23, -1.61, -0.43)  -0.079
O (2.90, -1.49, 0.97)  -0.381
H (-2.00, -1.52, 0.24)  -0.037
H (-1.38, 1.72, 0.04)  0.002
H (-0.38, -0.23, 0.83)  0.068

Entry 2:
Computed, not measured: a cluster of 8 separate species, C5H25NO8 in total in a non-equilibrium geometry, with ωB97M-V/def2-TZVPD.

Output
calculated total energy	-862.1291	Ha
highest occupied orbital energy	-9.45	eV
total charge	0
E_LUMO	-0.16	eV
frontier orbital gap	9.2914	eV
SMILES	CCN[C@H](C)C=O.O.O.O.O.O.O.O
ΔE to the lowest compared entry with this formula, charge and spin	2.850	eV

Each line ends with the Löwdin charge.
CARTESIAN COORDINATES (ANGSTROEM)
H (-1.36, 1.96, 2.33)  0.086
O (2.21, -0.72, -0.10)  -0.047
H (1.84, 4.01, -0.21)  0.035
H (2.77, -1.28, 2.54)  0.046
H (-0.03, -0.86, 0.16)  0.075
C (-1.31, -0.01, 1.57)  -0.263
H (-0.91, -2.49, 1.78)  -0.013
O (-0.86, 4.52, 0.40)  -0.062
H (-0.46, 3.77, 0.85)  -0.012
H (1.01, 1.90, -2.51)  0.031
H (2.37, 1.78, -3.03)  0.063
H (-0.21, -3.75, 2.23)  0.022
H (-2.27, -1.97, -2.35)  0.075
H (0.91, -4.10, -1.21)  0.028
H (-0.45, -4.21, -0.60)  0.018
H (-2.62, 0.19, -0.48)  0.135
O (-0.88, 1.21, -1.97)  0.053
H (-2.27, -0.30, 1.99)  0.120
H (-0.60, -0.22, 2.37)  0.109
N (-1.00, -0.88, 0.43)  -0.035
C (-2.54, -1.87, -1.30)  -0.044
H (3.16, 0.12, 2.07)  0.037
O (1.92, 1.78, -2.18)  -0.065
O (1.86, 3.13, 0.18)  -0.072
H (2.20, -1.67, -0.26)  0.036
H (-3.62, -1.75, -1.41)  0.078
H (-0.45, -0.73, -2.36)  0.139
O (0.02, -4.40, -1.42)  -0.053
O (3.53, -0.70, 2.42)  -0.040
H (-2.08, 1.91, 0.69)  0.073
C (-1.31, 1.49, 1.34)  -0.095
H (-2.46, -2.82, -0.78)  0.069
H (-0.68, 4.32, -0.52)  0.031
C (-1.92, -0.61, -0.70)  -0.331
O (-0.64, -2.97, 2.59)  -0.071
H (2.90, -0.51, 0.55)  0.010
H (-0.37, 1.79, 0.88)  0.053
H (1.88, 2.40, -0.46)  -0.012
C (-1.03, 0.03, -1.78)  -0.205

Entry 3:
Computed, not measured: a cluster of 3 separate species, C25H54N3O6 in total in a non-equilibrium geometry, with ωB97M-V/def2-TZVPD.

Output
calculated total energy	-1600.2982	Ha
highest occupied orbital energy (alpha / beta)	-8.19 / -8.19	eV
total charge	0
E_LUMO (alpha / beta)	0.59 / -0.35	eV
frontier orbital gap (alpha / beta)	8.7810 / 7.8448	eV
multiplicity	2
expectation value of S²	0.754
ΔE to the lowest compared entry with this formula, charge and spin	2.057	eV

Each line ends with the Löwdin charge.
CARTESIAN COORDINATES (ANGSTROEM)
H (-2.94, 7.94, 1.10)  0.122
H (-5.10, 5.55, 5.24)  0.091
C (4.89, -2.43, -2.19)  -0.075
N (-2.82, 5.90, 1.56)  -0.054
C (-4.91, 0.77, -0.46)  -0.216
C (-3.80, 7.63, 3.05)  -0.208
H (-5.63, -1.43, 0.62)  0.088
H (-2.88, 7.69, 3.63)  0.120
C (7.13, -3.04, 1.23)  -0.046
H (-4.99, 4.24, 2.28)  0.068
H (1.74, -1.91, -2.60)  0.093
H (-3.23, 5.27, 2.24)  0.063
H (-5.74, -1.92, -1.11)  0.065
H (-3.83, -1.53, -1.72)  0.062
H (-2.31, 4.29, 0.39)  0.119
H (5.81, -5.56, -2.08)  0.075
H (4.07, -5.73, -2.57)  0.083
H (6.02, -4.79, -0.12)  0.116
H (7.32, -0.65, -2.50)  0.090
C (4.78, -2.87, 2.17)  -0.043
H (4.76, -1.86, 2.68)  0.088
C (-3.80, -4.19, -1.27)  -0.115
H (7.84, -3.12, 0.36)  0.074
H (7.82, -0.96, -0.79)  0.094
H (-4.57, -4.94, -1.08)  0.089
C (-4.19, 4.93, -0.40)  -0.213
H (5.57, -2.59, -3.09)  0.119
C (4.93, -4.98, -2.48)  -0.055
H (-4.20, -3.49, -2.01)  0.069
H (-4.51, 7.12, 1.11)  0.097
H (-3.98, 4.54, -1.40)  0.121
O (-4.95, 3.91, 0.24)  -0.210
C (-3.76, 0.47, -1.44)  -0.191
H (4.36, -4.65, 0.55)  0.123
H (2.04, -0.64, -1.08)  0.087
H (-7.20, -1.57, -0.19)  0.088
H (-3.31, -1.04, 0.70)  0.097
C (5.08, 0.07, -1.71)  -0.042
C (-2.61, -1.26, -0.11)  -0.205
O (-6.12, 0.08, -0.75)  -0.178
C (-2.84, 5.24, 0.26)  -0.194
H (3.96, -1.94, -2.62)  0.105
C (-3.54, 7.18, 1.61)  -0.210
H (-2.92, -4.69, -1.67)  0.087
H (5.76, 0.89, -1.34)  0.088
H (7.14, -4.05, 1.76)  0.089
C (4.45, -3.79, -1.48)  -0.399
C (5.64, -1.38, -1.26)  -0.440
C (-5.64, 4.33, 1.41)  -0.084
C (5.13, -4.08, -0.07)  -0.070
C (2.25, -2.60, -0.62)  -0.214
N (-3.14, -0.86, -1.41)  -0.051
H (5.03, 0.04, -2.84)  0.092
O (5.92, -0.53, 0.86)  -0.018
H (-6.03, 5.35, 1.32)  0.090
H (7.53, -2.39, -1.94)  0.084
C (1.52, -1.48, -1.59)  -0.016
H (-2.97, 1.22, -1.29)  0.113
H (5.30, -3.62, 2.82)  0.084
H (2.86, -2.21, 0.30)  0.136
O (0.77, -2.46, -0.63)  -0.135
H (5.14, -4.61, -3.52)  0.077
H (-5.15, 1.83, -0.57)  0.099
H (7.48, -2.27, 1.98)  0.091
O (-3.53, -3.53, -0.05)  -0.193
C (5.60, -2.82, 0.77)  -0.433
H (-4.23, 8.64, 3.01)  0.120
C (-2.32, -2.76, -0.06)  -0.210
H (2.40, -3.90, -2.47)  0.118
C (2.85, -3.94, -1.44)  -0.079
N (5.33, -1.49, 0.19)  -0.142
H (-1.64, -3.08, -0.86)  0.104
H (-1.82, -2.97, 0.89)  0.121
C (-4.26, 5.91, 4.64)  -0.112
H (-3.55, 6.41, 5.31)  0.088
H (-2.24, 5.83, -0.43)  0.117
H (4.05, 0.22, -1.25)  0.075
H (-4.80, 5.82, -0.56)  0.111
O (-4.79, 6.81, 3.68)  -0.193
H (-4.63, 0.63, 0.59)  0.113
H (3.72, -3.23, 2.00)  0.069
C (-6.16, -1.27, -0.33)  -0.101
H (-1.69, -0.71, 0.08)  0.119
H (-6.48, 3.65, 1.56)  0.094
H (-4.14, 0.61, -2.45)  0.119
H (-3.79, 5.05, 4.17)  0.069
H (2.55, -4.84, -0.83)  0.117
C (7.18, -1.37, -1.64)  -0.042

Entry 4:
Computed, not measured: a structure of composition C10H13FIP in a non-equilibrium geometry, with ωB97M-V/def2-TZVPD.

Output
calculated total energy	-1127.5817	Ha
highest occupied orbital energy (alpha / beta)	-7.21 / -8.05	eV
total charge	0
E_LUMO (alpha / beta)	-0.58 / -0.49	eV
frontier orbital gap (alpha / beta)	6.6316 / 7.5668	eV
ΔE to the lowest compared entry with this formula, charge and spin	3.318	eV

Each line ends with the Löwdin charge.
CARTESIAN COORDINATES (ANGSTROEM)
C (0.81, -0.99, 2.32)  -0.052
C (1.14, 1.54, -1.15)  -0.345
C (1.14, 2.55, -2.27)  -0.035
P (-3.94, -1.30, -0.50)  0.639
H (-2.23, -1.59, 1.44)  -0.037
H (0.13, 2.70, -2.50)  0.051
H (1.07, -0.28, 3.03)  0.047
H (-4.60, -2.04, 0.55)  -0.105
H (1.48, -1.86, 2.39)  0.101
H (-0.13, -2.47, 0.51)  0.072
H (2.50, 1.18, 1.87)  0.104
H (2.51, 2.67, -0.12)  0.108
C (-2.47, -1.02, 0.55)  -0.990
H (1.70, 3.54, -1.93)  0.131
H (0.01, -0.03, -2.18)  0.128
H (-0.22, -1.27, 2.64)  0.087
C (1.78, 0.97, 1.12)  -0.019
C (1.06, -0.21, 1.06)  -0.283
H (1.55, 2.09, -3.13)  0.061
H (-3.29, -2.46, -1.08)  -0.107
C (0.50, -0.63, -0.17)  -0.265
C (1.86, 1.79, -0.05)  -0.048
F (-0.54, -2.38, -1.48)  0.022
C (-0.04, -1.90, -0.32)  -0.086
I (-2.21, 1.04, 0.65)  0.858
C (0.45, 0.35, -1.25)  -0.037

Entry 5:
Computed, not measured: a cluster of 2 separate species, H2NO2S in total in a non-equilibrium geometry, with ωB97M-V/def2-TZVPD.

Output
calculated total energy	-604.5835	Ha
highest occupied orbital energy (alpha / beta)	-5.47 / -1.65	eV
total charge	-1
E_LUMO (alpha / beta)	4.33 / 2.90	eV
frontier orbital gap (alpha / beta)	9.7991 / 4.5463	eV
ΔE to the lowest compared entry with this formula, charge and spin	1.902	eV

Each line ends with the Löwdin charge.
CARTESIAN COORDINATES (ANGSTROEM)
N (2.09, 0.40, 0.26)  -0.009
O (-2.03, -1.14, 0.36)  -0.657
O (-2.35, 1.03, -0.77)  -0.653
H (2.08, -0.17, 1.05)  -0.130
S (-1.38, -0.04, -0.41)  0.574
H (1.59, -0.08, -0.48)  -0.125

Entry 6:
Computed, not measured: a structure of composition C29H22FI2N6O4RuS2, with ωB97M-V/def2-TZVPD.

Output
calculated total energy	-3334.1084	Ha
highest occupied orbital energy (alpha / beta)	-9.51 / -9.51	eV
total charge	+1
E_LUMO (alpha / beta)	-3.92 / -3.90	eV
frontier orbital gap (alpha / beta)	5.5916 / 5.6089	eV
ΔE to the lowest compared entry with this formula, charge and spin	1.107	eV

Each line ends with the Löwdin charge.
CARTESIAN COORDINATES (ANGSTROEM)
C (-3.44, 2.00, -2.69)  0.064
N (-0.26, 7.15, -2.79)  -0.119
C (-1.93, -0.26, 2.22)  -1.021
C (0.33, 3.54, -2.03)  0.103
C (3.15, -4.33, 0.03)  -0.205
C (0.31, 9.33, -1.89)  -0.068
H (5.04, -1.00, 1.63)  0.071
H (-4.24, 3.37, -5.49)  0.090
C (-1.19, 1.60, -1.99)  -0.309
H (1.33, 9.64, -2.10)  0.139
C (2.03, 0.39, 0.95)  -0.117
C (0.16, 8.96, -4.33)  -0.069
S (-1.15, 0.91, 1.21)  0.714
H (1.64, 7.48, -3.70)  0.134
C (3.36, -2.03, 0.74)  -0.199
H (3.85, 1.16, 1.80)  0.113
F (1.77, 5.39, -2.05)  0.082
N (-3.24, 3.30, -2.93)  -0.012
H (-4.39, 5.05, -2.92)  0.118
C (-2.50, 1.13, -2.21)  -0.021
O (-0.23, 0.91, -1.54)  -0.156
C (0.19, 7.83, -1.57)  -0.121
N (-0.48, 9.61, -3.14)  0.050
H (-5.26, 3.57, -3.23)  0.129
I (0.71, -5.65, -1.21)  0.987
Ru (-0.58, -0.74, -0.29)  1.093
C (-2.65, 0.05, 3.34)  -0.360
O (-2.31, -1.06, -1.22)  -0.175
C (3.36, 0.29, 1.38)  -0.024
C (-2.81, 1.42, 3.70)  -0.247
H (3.58, -5.32, -0.09)  0.083
C (-4.35, 4.11, -3.47)  -0.170
H (-5.07, 4.92, -5.32)  0.086
H (-1.41, 9.19, -3.02)  0.181
N (-2.90, 2.55, 3.92)  0.154
C (1.26, -2.86, -0.25)  -0.406
H (-2.51, 5.90, -3.21)  0.117
C (-1.98, 3.85, -2.71)  -0.104
C (-0.49, 5.74, -2.64)  -0.165
C (0.56, 7.53, -3.93)  -0.123
H (1.01, 9.57, -4.62)  0.138
S (-1.60, -1.80, 1.53)  0.763
O (0.02, -2.55, -0.62)  -0.274
C (-1.73, 5.22, -2.89)  0.080
H (1.48, 1.32, 1.04)  0.076
C (-3.25, -0.97, 4.13)  -0.222
C (-4.23, 4.32, -4.97)  -0.054
C (3.91, -3.33, 0.58)  -0.660
H (0.38, 6.85, -4.76)  0.143
H (-4.43, 1.61, -2.90)  0.157
H (-3.31, 4.84, -5.23)  0.069
C (-0.95, 3.01, -2.27)  -0.033
H (-0.09, 9.95, -1.09)  0.139
H (-0.55, 7.66, -0.79)  0.141
N (1.38, -0.64, 0.44)  -0.028
C (2.03, -1.83, 0.33)  -0.140
N (-3.74, -1.80, 4.75)  0.171
C (4.02, -0.91, 1.29)  -0.018
C (0.54, 4.87, -2.23)  -0.189
H (-0.59, 10.61, -3.29)  0.187
I (5.87, -3.75, 1.16)  0.958
H (1.12, 2.89, -1.70)  0.142
H (-0.58, 8.97, -5.13)  0.136
H (1.16, 7.48, -1.21)  0.128
C (-2.98, -0.30, -2.02)  -0.566
O (-3.99, -0.63, -2.61)  0.085
C (1.82, -4.11, -0.38)  -0.646